(1)
C12H36Fe2N2O18 as an isolated structure, computed with ωB97M-V with the def2-TZVPD basis set.

Molecular weight: 608.106 g/mol
ΔE to the lowest compared entry with this formula, charge and spin: 68.5 kcal per mole
E_HOMO (alpha / beta): -13.12 / -13.12 eV
Gap between HOMO and LUMO (alpha / beta): 6.5 / 5.8 eV
Multiplicity: 9
Net charge: +2

```
70
Properties=species:S:1:pos:R:3:lowdin_charge:R:1
Fe -0.7292 2.2509 -3.1677 1.15
Fe 2.1101 3.7202 0.7098 1.10
N 1.5709 4.4590 -2.3800 -0.47
O 1.8596 5.3181 -3.1477 0.19
O 2.1359 4.4034 -1.2350 -0.08
O 0.6985 3.5881 -2.6904 -0.11
N 0.1568 1.2495 -0.1329 -0.46
O 0.0830 0.2578 0.5631 0.09
O -0.2830 1.2829 -1.3047 -0.05
O 0.7206 2.2804 0.3236 -0.07
C -3.4229 1.6637 -2.2735 -0.14
C -3.5835 3.1288 -2.6324 -0.14
O -2.2395 3.7066 -2.4785 -0.11
O -2.5139 1.1076 -3.2806 -0.10
H -4.4034 1.2075 -2.3686 0.15
H -2.9197 1.6286 -1.3133 0.13
H -4.2352 3.6352 -1.9203 0.15
H -3.9202 3.2581 -3.6623 0.14
H -2.3061 4.6486 -2.2843 0.13
H -3.0106 0.7820 -4.0458 0.14
C -0.6733 -0.1640 4.2899 -0.25
C -1.8585 -0.8567 3.6680 -0.26
O -1.6256 -2.2286 3.4568 -0.05
O 0.4407 -0.1337 3.4290 -0.07
H -0.4652 -0.6922 5.2224 0.13
H -0.8992 0.8506 4.6474 0.12
H -2.1606 -0.3407 2.7386 0.11
H -2.7343 -0.7542 4.3129 0.13
H -0.9115 -2.2892 2.7917 0.06
H 0.2194 0.3140 2.6048 0.03
C 3.5971 1.4045 1.4963 -0.15
C 3.3604 2.0620 2.8365 -0.12
O 2.2902 3.0621 2.6452 -0.11
O 3.7534 2.4522 0.4973 -0.09
H 2.7461 0.7608 1.2768 0.12
H 4.5067 0.8139 1.5751 0.15
H 4.2552 2.5883 3.1736 0.14
H 3.0569 1.3279 3.5808 0.14
H 1.8890 3.2400 3.5079 0.15
H 4.6099 2.3530 0.0660 0.14
C -3.3117 -2.7776 -0.1645 -0.27
C -4.7770 -2.4118 -0.3196 -0.25
O -5.2784 -1.7663 0.8296 -0.05
O -3.0944 -3.7222 0.8372 -0.05
H -2.7380 -1.8377 -0.0558 0.11
H -2.9779 -3.2265 -1.1068 0.13
H -5.3624 -3.3323 -0.3455 0.13
H -4.9644 -1.8949 -1.2712 0.11
H -4.9034 -0.8835 0.9123 0.08
H -3.2989 -3.3428 1.7109 0.11
C 3.4152 0.1890 -3.1828 -0.22
C 4.1620 -0.8293 -2.3969 -0.21
O 3.3015 -1.3179 -1.3480 -0.09
O 2.6837 1.0668 -2.3019 -0.10
H 2.7112 -0.2450 -3.9004 0.12
H 4.1364 0.7637 -3.7638 0.13
H 5.0070 -0.3249 -1.8925 0.12
H 4.6505 -1.6489 -2.9253 0.14
H 3.8502 -1.7870 -0.7124 0.10
H 2.4295 0.4671 -1.5790 0.05
C 0.5645 -4.7905 0.2309 -0.23
C 1.0879 -3.3868 0.4657 -0.22
O 0.1452 -2.5372 1.1302 -0.08
O -0.7353 -4.8357 -0.3264 -0.06
H 0.5328 -5.3047 1.2046 0.13
H 1.2006 -5.3878 -0.4152 0.12
H 1.3688 -2.9467 -0.4999 0.10
H 2.0103 -3.4133 1.0644 0.12
H 0.3880 -1.6325 0.9120 0.03
H -1.3684 -4.2493 0.1145 0.03
```



(2)
One molecule with the formula C20H20N2O4S, computed with ωB97M-V with the def2-TZVPD basis set.

Molecular weight: 384.457 g/mol
ΔE to the lowest compared entry with this formula, charge and spin: 44.9 kcal per mole
E_HOMO: -8.51 eV
SMILES string: CCOc1ccc(Cc2nnc(SCC(=O)c3ccc(OC)cc3)o2)cc1
Gap between HOMO and LUMO: 8.9 eV
Multiplicity: 1

```
47
Properties=species:S:1:pos:R:3:lowdin_charge:R:1
C -8.4106 1.6274 0.2655 -0.07
C -7.0864 1.0062 0.6811 -0.26
O -6.4368 0.5570 -0.4924 -0.05
C -5.2243 -0.0432 -0.3889 -0.27
C -4.6455 -0.4559 -1.5906 0.00
C -3.4152 -1.0776 -1.5996 -0.03
C -2.7345 -1.3124 -0.4120 -0.24
C -1.3709 -1.9660 -0.4045 -0.06
C -0.3673 -0.9347 -0.0572 -0.34
N 0.1671 -0.7080 1.0938 0.10
N 0.9677 0.3729 0.9666 0.02
C 0.8761 0.7530 -0.2720 -0.68
S 1.6707 2.0691 -1.0489 1.04
C 2.5528 2.7941 0.3830 -0.34
C 4.0565 2.7792 0.1424 -0.43
O 4.6500 3.8259 0.0039 0.09
C 4.7235 1.4716 0.0530 -0.18
C 4.1942 0.2910 0.5710 -0.02
C 4.8808 -0.9023 0.4558 0.00
C 6.1172 -0.9448 -0.1864 -0.27
O 6.8655 -2.0584 -0.3586 -0.07
C 6.3873 -3.2867 0.1387 -0.08
C 6.6583 0.2403 -0.6992 0.01
C 5.9762 1.4242 -0.5728 0.00
O 0.0462 -0.0315 -0.9876 0.09
C -3.3054 -0.8945 0.7803 -0.03
C -4.5388 -0.2675 0.8017 -0.01
H -8.9424 1.9859 1.1421 0.08
H -8.2336 2.4592 -0.4107 0.08
H -9.0216 0.8893 -0.2468 0.08
H -6.4631 1.7505 1.1959 0.13
H -7.2607 0.1615 1.3622 0.13
H -5.1836 -0.2735 -2.5072 0.12
H -2.9816 -1.3855 -2.5399 0.11
H -1.1429 -2.3781 -1.3880 0.13
H -1.3239 -2.7510 0.3506 0.13
H 2.2211 3.8290 0.4690 0.09
H 2.2552 2.2188 1.2565 0.07
H 3.2489 0.2876 1.0916 0.09
H 4.4435 -1.7940 0.8765 0.11
H 6.2615 -3.2575 1.2253 0.10
H 7.1481 -4.0227 -0.1160 0.09
H 5.4399 -3.5683 -0.3310 0.10
H 7.6182 0.1943 -1.1885 0.12
H 6.3881 2.3424 -0.9631 0.12
H -2.7741 -1.0579 1.7067 0.12
H -4.9516 0.0419 1.7487 0.10
```



(3)
C40H46IrN8P2S3 as an isolated structure, computed with ωB97M-V with the def2-TZVPD basis set.

Molecular weight: 989.230 g/mol
ΔE to the lowest compared entry with this formula, charge and spin: 163.6 kcal per mole
E_HOMO (alpha / beta): -16.88 / -16.65 eV
Gap between HOMO and LUMO (alpha / beta): 3.9 / 3.6 eV
Multiplicity: 2
Net charge: +4

```
100
Properties=species:S:1:pos:R:3:lowdin_charge:R:1
Ir 1.3412 0.5372 -0.0630 0.89
C -2.6825 -0.2232 -2.7818 -0.11
N -1.6608 -0.1173 -1.7384 -0.48
P -2.1009 0.3536 -0.1462 1.07
C -2.1455 -1.1525 0.8850 -0.40
C -2.4739 -0.9421 2.2249 -0.15
C -2.7736 -2.0182 3.0384 -0.06
C -2.6928 -3.3104 2.5332 -0.03
C -2.3087 -3.5217 1.2168 -0.04
C -2.0337 -2.4450 0.3907 -0.08
C -3.8268 0.9318 -0.1499 -0.35
C -4.1658 2.1293 -0.7935 -0.10
C -5.4624 2.6031 -0.7604 -0.04
C -6.4429 1.9045 -0.0628 -0.01
C -6.1093 0.7235 0.5879 -0.03
C -4.8131 0.2487 0.5759 -0.06
P 0.0395 0.0564 -2.0731 0.88
C 0.1936 1.3928 -3.3252 -0.22
C 1.0753 2.5787 -3.0916 -0.25
C 1.1283 3.5017 -4.2595 0.04
C 0.4687 3.2850 -5.4272 0.03
C -0.3345 2.1449 -5.5802 0.12
C -0.4417 1.2247 -4.5350 -0.03
C 0.4290 -1.3505 -3.1714 -0.38
C -0.2725 -2.5538 -3.1105 -0.10
C -0.0527 -3.5523 -4.0457 -0.03
C 0.8889 -3.3715 -5.0471 -0.02
C 1.6444 -2.2068 -5.0723 -0.03
C 1.4249 -1.2053 -4.1430 -0.12
H -3.6313 -0.5222 -2.3343 0.10
H -2.3998 -0.9913 -3.5018 0.08
H -2.8383 0.7148 -3.3186 0.08
H -2.5410 0.0699 2.6005 0.11
H -3.0957 -1.8563 4.0572 0.12
H -2.9408 -4.1538 3.1614 0.13
H -2.2669 -4.5267 0.8224 0.12
H -1.7771 -2.6000 -0.6428 0.07
H -3.4117 2.7022 -1.3111 0.08
H -5.7081 3.5303 -1.2529 0.12
H -7.4502 2.2887 -0.0075 0.13
H -6.8625 0.1642 1.1218 0.13
H -4.5809 -0.6622 1.1037 0.10
H 2.1072 2.2197 -2.9260 0.13
H 1.7676 4.3657 -4.1636 0.10
H 0.5701 3.9800 -6.2478 0.15
H -0.8349 1.9557 -6.5176 0.15
H -0.9970 0.3181 -4.7257 0.12
H -1.0249 -2.7072 -2.3538 0.08
H -0.6339 -4.4615 -4.0124 0.13
H 1.0296 -4.1273 -5.8054 0.13
H 2.3859 -2.0656 -5.8434 0.12
H 2.0086 -0.2981 -4.1932 0.09
N 2.1288 -1.9822 -0.3559 -0.02
N 3.4208 -2.2160 -0.8517 -0.04
C 4.0956 -1.2715 -1.5286 -0.79
N 5.2547 -1.5797 -2.0848 0.15
S 3.5057 0.3108 -1.6722 0.72
H 2.0176 -2.4135 0.5598 0.09
H 1.4293 -2.3735 -0.9914 0.08
H 3.7972 -3.1601 -0.8026 0.18
H 5.6726 -2.4966 -2.0181 0.14
H 5.7844 -0.8857 -2.5928 0.13
C 4.0900 -0.2665 2.5596 -0.06
C 3.7362 1.1317 2.2349 -0.58
N 2.8949 1.5110 1.3120 -0.06
C 2.8917 2.8754 1.1594 -0.33
C 3.7112 3.5424 2.0371 -0.28
S 4.5392 2.4462 3.0389 1.21
C 2.1575 3.4408 0.0587 -0.31
C 2.3831 4.7323 -0.4225 -0.21
S 1.4791 5.0817 -1.7912 1.20
C 0.7232 3.3510 -1.7484 -0.62
N 1.2697 2.7051 -0.6102 -0.03
C -0.7848 3.5386 -1.6422 -0.05
H 3.3687 -0.9532 2.1260 0.05
H 4.1625 -0.4134 3.6358 0.09
H 5.0757 -0.4899 2.1481 0.10
H 3.8512 4.6004 2.1425 0.10
H 3.0543 5.4668 -0.0181 0.11
H -1.1845 3.9840 -2.5522 0.11
H -1.0214 4.1870 -0.8027 0.11
H -1.2482 2.5637 -1.4792 0.02
N 0.6952 -0.4288 1.8402 0.05
C 0.6699 -0.5664 3.0001 -0.24
N 0.6338 -0.7758 4.2620 -0.08
C 1.6003 -1.6728 4.8936 -0.11
C 0.9574 -2.5567 5.9775 -0.14
C -0.5463 -2.3261 6.0309 -0.18
C -0.8089 -0.8456 6.2753 -0.15
C -0.2484 0.0052 5.1248 -0.10
H 2.3838 -1.0558 5.3475 0.13
H 2.0551 -2.2880 4.1144 0.12
H 1.3801 -2.3216 6.9547 0.13
H 1.1782 -3.6051 5.7834 0.12
H -0.9800 -2.9180 6.8351 0.13
H -1.0015 -2.6384 5.0868 0.09
H -0.3351 -0.5647 7.2156 0.13
H -1.8737 -0.6490 6.3909 0.12
H 0.3223 0.8493 5.5301 0.13
H -1.0521 0.4089 4.5051 0.11
```



(4)
A 2-piece molecular cluster, C2H2FOS overall, computed with ωB97M-V with the def2-TZVPD basis set.

Molecular weight: 93.102 g/mol
ΔE to the lowest compared entry with this formula, charge and spin: 36.6 kcal per mole
E_HOMO (alpha / beta): -2.58 / -2.58 eV
Gap between HOMO and LUMO (alpha / beta): 6.4 / 6.4 eV
Multiplicity: 1
Net charge: -1

```
7
Properties=species:S:1:pos:R:3:lowdin_charge:R:1
C -0.8637 -1.7273 1.4481 -0.99
C -0.2846 0.1954 0.3062 -0.19
O -1.6138 -2.3694 0.7846 -0.09
F -1.1641 1.2467 0.5609 -0.19
S -0.0504 -1.7326 2.8406 0.44
H -0.3597 -0.0543 -0.7556 0.02
H 0.7156 0.4929 0.6181 0.01
```